1.
{"formula": "C29H31FeIN3PSTe", "method": "the ωB97M-V functional and the def2-TZVPD basis", "total_charge": -2, "e_above_lowest_kcal_mol": 27.38, "homo_ev": [0.1, 0.0], "multiplicity": 1, "elements": ["H", "H", "C", "C", "H", "C", "H", "C", "H", "H", "H", "C", "H", "C", "C", "C", "H", "C", "H", "C", "H", "C", "C", "C", "H", "C", "C", "H", "H", "C", "C", "C", "C", "S", "C", "N", "H", "Te", "H", "H", "P", "H", "H", "H", "H", "C", "H", "C", "H", "C", "H", "N", "H", "C", "H", "H", "Fe", "H", "H", "C", "C", "H", "C", "N", "H", "C", "I", "C"], "positions_angstrom": [[2.52621, -0.88823, -2.74355], [3.26337, 1.11887, 0.34632], [0.87349, 0.08360, -1.79914], [0.65110, 2.50139, -2.32330], [0.18793, 6.71514, 1.21944], [-3.47137, -3.83949, -1.35847], [2.71679, -1.37240, 0.35392], [-0.26639, -4.11433, 1.26485], [1.41346, -2.60192, -3.02686], [1.49400, -0.08417, 3.69225], [1.62318, 1.67917, 3.95813], [1.76407, 3.74431, 0.78943], [-1.27427, -4.26852, 0.88096], [1.07502, 0.89099, 3.43719], [-1.48164, -4.36098, -2.78990], [-1.51720, -2.44424, -1.29159], [-3.99730, -4.71482, -1.72639], [1.97379, 0.03481, -2.63749], [-1.95737, -5.24869, -3.19069], [0.41664, -2.83873, -2.68539], [-5.05702, -3.18567, -0.08359], [1.78478, 2.40197, -3.17268], [-0.23367, -3.97560, -3.20181], [0.23264, 1.36185, -1.62119], [-1.38010, 5.22799, 2.44290], [0.38628, 5.65139, 1.29370], [0.90500, 2.90322, 1.49331], [3.49937, 1.82259, 1.97056], [0.01387, 0.89363, 3.70021], [-2.16013, -3.57585, -1.82208], [-0.23356, 3.45815, 2.08992], [-3.35077, -1.87077, 0.01204], [-4.05704, -2.99721, -0.45480], [-2.24586, 0.68266, 2.06126], [3.00006, 1.03409, 1.40238], [-0.82255, 1.38249, -0.75223], [-1.76305, 4.56900, -1.11742], [-0.17922, -2.17886, 2.17985], [-2.45775, -1.76771, 3.54903], [0.45737, -4.15051, 0.45707], [1.17340, 1.09065, 1.62111], [2.25119, -2.97036, -0.14274], [-1.95805, -3.48505, 3.79987], [-0.95669, 2.79152, 2.55912], [2.13762, 3.28276, -3.69760], [-0.18975, -2.05558, -1.70885], [-3.73596, -1.16667, 0.74693], [-1.51151, 2.48844, -0.59454], [3.34723, 0.05938, 1.74658], [2.26824, -2.30070, 0.72954], [-0.03566, -4.88189, 2.00266], [-2.12495, -1.61545, -0.39174], [0.28582, -4.57607, -3.94184], [1.51079, 5.10728, 0.69106], [2.63641, 3.33377, 0.29511], [-2.80766, -2.99052, 2.31272], [-0.85389, -0.27641, 0.43893], [-2.29654, 2.42548, 0.15958], [0.18939, 4.59269, -2.64737], [-1.18371, 3.67193, -1.29533], [-0.10858, 3.68335, -2.13479], [2.19071, 5.74106, 0.13214], [-0.48509, 4.81896, 1.98747], [0.25015, -0.92213, -1.11560], [3.29804, 1.12780, -3.93866], [2.42018, 1.19712, -3.30480], [4.03021, -3.17228, 1.81888], [-2.09351, -2.67772, 3.07599]]}

***

2.
{"formula": "C10H12AgO6S", "method": "the ωB97M-V functional and the def2-TZVPD basis", "total_charge": -1, "homo_ev": -4.8, "multiplicity": 1, "elements": ["H", "H", "O", "O", "C", "C", "C", "H", "C", "H", "H", "H", "Ag", "S", "C", "O", "H", "C", "O", "H", "C", "H", "O", "C", "C", "H", "H", "H", "O", "C"], "positions_angstrom": [[5.33788, 7.34517, 5.94034], [9.26036, 15.11705, 6.17515], [8.67968, 9.73365, 3.83207], [11.56000, 9.36480, 3.70232], [7.47468, 7.84485, 4.39803], [12.38058, 7.47130, 4.88925], [5.08839, 6.65943, 5.14395], [8.43979, 4.64718, 4.74374], [9.77670, 6.27608, 4.41172], [12.11498, 7.16972, 5.93515], [4.76899, 7.19836, 4.25713], [10.66653, 5.68714, 4.48808], [9.95002, 11.25949, 4.41467], [10.40017, 13.19582, 6.96282], [11.25707, 8.27357, 4.16346], [9.89229, 11.95592, 7.50616], [13.22796, 8.15487, 4.95164], [9.89622, 7.67923, 4.20474], [11.30260, 13.98017, 7.78801], [8.17103, 13.69370, 6.27780], [8.98088, 14.25780, 6.76916], [8.65989, 14.54504, 7.77010], [6.22412, 5.88402, 4.83379], [8.72568, 8.49420, 4.10146], [8.54134, 5.68482, 4.55182], [4.33217, 5.94228, 5.47930], [6.59013, 8.47710, 4.35778], [12.67071, 6.55634, 4.32933], [10.90947, 13.01750, 5.54577], [7.39182, 6.51082, 4.60480]]}

***

3.
{"formula": "C33H28ClF41O13S", "method": "the ωB97M-V functional and the def2-TZVPD basis", "homo_ev": -10.9, "multiplicity": 1, "elements": ["H", "F", "H", "H", "C", "C", "C", "F", "F", "F", "F", "C", "H", "H", "C", "H", "H", "H", "O", "C", "C", "F", "C", "H", "C", "F", "C", "F", "C", "F", "C", "F", "C", "C", "H", "F", "O", "F", "H", "F", "C", "C", "C", "H", "C", "O", "C", "H", "O", "O", "C", "H", "F", "O", "F", "O", "H", "C", "F", "F", "F", "C", "F", "C", "H", "O", "C", "F", "F", "C", "F", "O", "F", "F", "H", "H", "O", "H", "C", "H", "F", "F", "H", "F", "F", "F", "H", "F", "Cl", "O", "F", "H", "O", "F", "C", "F", "F", "O", "F", "C", "S", "H", "H", "F", "H", "H", "C", "F", "F", "F", "F", "C", "C", "C", "F", "H", "C"], "positions_angstrom": [[-1.46713, 2.31952, -0.36630], [-5.22288, 4.99670, -5.16773], [-2.69102, 6.36701, 1.45687], [4.97475, 1.76592, 2.96713], [-1.00287, -10.29667, -2.11894], [0.02176, -3.55082, -0.40879], [-0.97189, -0.67641, 0.95843], [-3.65428, 4.42409, 1.01363], [-6.83099, 2.76455, -4.76675], [0.85050, 0.34704, 3.86159], [-5.14746, 2.76704, -3.40314], [1.78666, 1.30403, 4.10454], [0.28621, -12.25108, -0.74459], [1.45291, 2.22195, 3.61481], [-5.97178, 4.89540, -4.03659], [6.35500, 6.76249, 3.41864], [-3.02377, -7.36968, -1.35876], [-1.33788, -11.26029, -2.51006], [3.59886, -4.84489, -0.07779], [-0.00229, -1.72284, 1.76942], [-1.85813, 6.14352, 0.77948], [-0.54130, -9.12435, -0.09199], [3.14964, 0.86628, 3.57947], [-0.71280, -2.34518, 2.48985], [4.29016, 1.86706, 3.81835], [-3.68037, 7.05785, -2.38074], [8.07766, 3.89489, -0.06313], [3.45945, -9.10891, -2.41895], [4.24970, 0.99380, 7.18639], [-10.70044, 3.38465, -2.79652], [0.83577, -2.76580, 0.80061], [5.99066, 4.87521, 3.94891], [-6.29355, 3.42990, -3.71619], [6.39384, 5.75780, 2.99546], [7.59085, 3.23292, -0.78326], [-2.42143, -1.06149, 0.78455], [3.19342, -2.93781, -1.83181], [3.56107, 2.94535, 5.94982], [-8.80094, 2.38034, -1.89314], [7.60226, 3.61359, 1.17036], [-1.62191, -3.49200, -2.54283], [6.42712, 5.83542, -0.48317], [-2.39079, 2.89987, -0.36197], [-5.42036, 5.35772, -3.21672], [-0.82046, -10.35193, -0.60609], [-2.94807, -3.73699, -1.95350], [4.60174, 2.11491, 6.19996], [5.14154, 0.43102, 7.46549], [-1.42031, 4.78622, 0.90152], [5.95148, 6.51064, 0.68589], [-8.44818, 2.75076, -2.86361], [3.95091, 2.90879, 3.77129], [8.40053, 5.53712, -1.70612], [1.53321, -10.82277, 0.16479], [3.50997, -0.34683, 4.07714], [-0.53909, 0.50305, 0.48050], [0.56171, -2.80871, -2.53758], [-9.68520, 3.80895, -4.86772], [7.69051, 5.46743, 2.72243], [1.85135, -11.34107, -2.01797], [5.39383, 4.39529, 1.27632], [-2.10924, 6.65155, -0.64819], [-9.22364, 4.98126, -2.84076], [-3.01922, -5.03257, -1.25595], [-0.57992, -1.60008, -1.64504], [5.11602, 1.62580, 4.96229], [5.51122, 5.66117, 1.74425], [-1.69264, 7.95807, -0.68987], [-4.07185, 5.35352, -1.09854], [7.88670, 5.35827, -0.44664], [-2.29043, 3.05944, 1.99920], [-7.14913, 3.28284, -2.58398], [-8.55458, 4.16729, -5.51573], [3.35137, 0.12318, 6.66176], [-1.30244, -6.59429, -1.27248], [3.26198, -8.74789, -0.46795], [-1.42999, -3.89232, -3.82707], [-8.39612, 1.85453, -3.49336], [-2.37807, -6.45310, -1.76842], [0.82010, -1.15654, 2.42179], [-2.01810, -10.72097, -0.04774], [-1.29652, 5.98203, -1.50864], [-0.85343, -4.06277, 0.21337], [8.60506, 6.18356, 0.36084], [-1.94146, -9.37042, -2.45413], [-7.09583, 5.62428, -4.24976], [-10.02022, 2.84532, -5.25884], [3.04514, 0.69107, 2.22275], [1.11204, -4.19809, 2.00353], [1.08061, -4.49075, -0.90600], [-10.62380, 4.73520, -5.20290], [-4.19299, 7.23883, -0.47194], [2.26320, -2.43070, 0.48128], [0.12775, -9.93832, -2.76696], [-2.45680, 3.80617, 0.87420], [1.58650, -8.48133, -1.50099], [3.53488, -11.33858, -0.65437], [-3.68711, -5.03893, -0.06905], [9.39985, 3.57454, -0.04173], [0.23415, -11.35485, -0.11484], [2.61773, -3.73954, -0.60594], [5.73668, 5.04885, -0.81045], [-0.11861, -11.72527, 0.85563], [-2.44339, 3.61327, -1.51458], [-2.33579, -6.57830, -2.93248], [6.36858, 6.59394, -1.27353], [-9.50279, 3.75369, -3.35486], [-3.44050, 2.03512, -0.39223], [4.24715, 6.06600, 2.04285], [3.68793, 1.49609, 8.31896], [1.78311, 1.50322, 5.44130], [-0.35791, -2.74077, -1.78265], [2.38878, -10.67571, -0.96742], [2.71055, -9.21021, -1.28781], [5.58316, 2.89659, 6.72599], [-1.02113, 6.73198, 1.17523], [-3.56405, 6.60602, -1.10263]]}

***

| no. | molecular weight (g/mol) |
| --- | --- |
| 1 | 795.0 |
| 2 | 368.1 |
| 3 | 1479.0 |